No. 1
The molecule C4H7NO2, computed with wB97M-V/def2-TZVPD.

Structure (ORCA input):
```
! wB97M-V def2-TZVPD RIJCOSX def2/J DEFGRID3
* xyz 0 1
O -0.600 1.758 1.385
C -0.097 0.854 0.760
C 1.257 0.833 0.072
N 1.175 -0.219 -0.937
C 0.059 -1.132 -0.606
C -0.812 -0.470 0.467
O -2.118 -0.221 0.001
H 1.489 1.812 -0.360
H 2.037 0.616 0.816
H 1.026 0.192 -1.845
H 0.459 -2.087 -0.248
H -0.558 -1.328 -1.489
H -0.830 -1.064 1.397
H -2.486 0.456 0.589
*
```

HOMO level: -9.124 eV
orbital gap: 9.9 eV
electronic energy: -9845.897 eV
largest force on an atom: 0.6 eV/Å
SMILES: O=C1CNC[C@@H]1O

No. 2
A cluster of 2 separate species, C4H7NO2 in total in a non-equilibrium geometry, computed with wB97M-V/def2-TZVPD.

Structure (ORCA input):
```
! wB97M-V def2-TZVPD RIJCOSX def2/J DEFGRID3
* xyz 0 1
C -0.677 -0.527 0.403
C -0.620 0.994 0.876
C 0.671 0.788 -0.944
C 0.594 -0.638 -0.357
H -1.733 -1.703 -0.691
H -0.525 -1.091 1.288
H -1.715 1.284 1.235
H 0.117 1.035 1.761
H 1.402 1.116 -1.693
H 0.413 -1.498 -1.093
H 2.520 0.072 0.405
N 0.067 1.633 -0.218
O -1.790 -0.777 -0.449
O 1.696 -1.017 0.504
*
```

HOMO level: -9.858 eV
orbital gap: 9.7 eV
electronic energy: -9842.843 eV
largest force on an atom: 6.5 eV/Å

No. 3
A structure of composition C4H7NO2 in a non-equilibrium geometry, computed with wB97M-V/def2-TZVPD.

Structure (ORCA input):
```
! wB97M-V def2-TZVPD RIJCOSX def2/J DEFGRID3
* xyz 0 1
O 2.417 -0.230 -0.408
C 1.490 0.541 -0.379
N 0.711 0.799 0.721
C -0.734 0.673 1.098
C -1.130 -1.193 0.807
C -1.594 -0.349 -0.518
O -0.960 -0.291 -1.598
H 0.999 1.015 -1.287
H 1.092 0.244 1.382
H -1.022 0.778 2.114
H -1.281 1.559 0.683
H -0.231 -1.815 0.766
H -1.711 -1.405 1.695
H -2.677 0.163 -0.402
*
```

HOMO level: -9.433 eV
orbital gap: 10.0 eV
electronic energy: -9842.470 eV
largest force on an atom: 5.4 eV/Å

No. 4
The molecule C4H7NO2 in a non-equilibrium geometry, computed with wB97M-V/def2-TZVPD.

Structure (ORCA input):
```
! wB97M-V def2-TZVPD RIJCOSX def2/J DEFGRID3
* xyz 0 1
C 0.009 -0.317 2.190
C -0.174 -0.379 0.705
O 0.443 -1.240 0.036
C -0.617 0.786 -0.036
C 0.578 0.430 -1.364
N -0.018 -0.278 -2.365
O 1.585 1.063 -1.431
H 0.009 -1.329 2.595
H 0.979 0.132 2.409
H -0.769 0.276 2.664
H -0.549 1.742 0.475
H -1.513 0.616 -0.623
H -0.516 -1.105 -2.065
H 0.551 -0.395 -3.191
*
```

HOMO level: -9.348 eV
orbital gap: 9.9 eV
electronic energy: -9845.411 eV
largest force on an atom: 3.8 eV/Å
SMILES: CC(=O)CC(N)=O

No. 5
A structure of composition C4H7NO2, computed with wB97M-V/def2-TZVPD.

Structure (ORCA input):
```
! wB97M-V def2-TZVPD RIJCOSX def2/J DEFGRID3
* xyz 0 1
C -0.092 1.572 0.837
C -0.024 0.307 0.014
C -0.607 0.249 -1.333
O 0.801 0.300 -1.142
C -0.048 -0.955 0.833
O -0.633 -1.027 1.929
N 0.384 -2.181 0.614
H -0.189 2.441 0.181
H -0.958 1.530 1.504
H 0.804 1.694 1.451
H -0.991 -0.693 -1.721
H -1.061 1.153 -1.738
H 1.358 -2.469 -0.439
H 1.256 -1.921 -0.992
*
```

HOMO level (spin up / spin down): -10.190 / -10.190 eV
orbital gap (spin up / spin down): 9.1 / 9.1 eV
electronic energy: -9840.838 eV
largest force on an atom: 0.4 eV/Å

No. 6
A cluster of 2 separate species, C4H7NO2 in total, computed with wB97M-V/def2-TZVPD.

Structure (ORCA input):
```
! wB97M-V def2-TZVPD RIJCOSX def2/J DEFGRID3
* xyz 0 1
O 2.283 1.208 -0.032
N 1.969 0.083 -0.551
C 0.688 -0.235 -0.468
C -0.467 0.460 -0.036
C -1.246 -0.841 0.105
C -0.061 -1.534 -0.651
H -0.939 1.342 -0.460
H -1.379 -1.228 1.119
H -2.216 -0.832 -0.404
H 0.360 -2.438 -0.203
H -0.319 -1.728 -1.696
O 0.236 1.650 1.354
H 1.173 1.577 0.870
H -0.081 2.517 1.054
*
```

HOMO level (spin up / spin down): -8.468 / -8.470 eV
orbital gap (spin up / spin down): 8.0 / 8.0 eV
electronic energy: -9841.499 eV
largest force on an atom: 0.4 eV/Å
SMILES: O=NC1=CCC1.O

No. 7
The molecule C4H7NO2 in a non-equilibrium geometry, computed with wB97M-V/def2-TZVPD.

Structure (ORCA input):
```
! wB97M-V def2-TZVPD RIJCOSX def2/J DEFGRID3
* xyz 0 1
C 1.225 -1.344 0.322
C 0.292 -0.087 -0.334
C -0.917 -0.124 0.545
N -2.026 0.592 0.262
O -0.855 -0.826 1.536
C 0.764 1.243 -0.820
O -0.072 0.472 -1.656
H 2.253 -1.023 0.232
H 1.108 -1.586 1.416
H 1.029 -2.319 -0.142
H -2.788 0.416 0.899
H -2.171 1.075 -0.609
H 0.370 2.161 -0.369
H 1.767 1.358 -1.238
*
```

HOMO level: -9.738 eV
orbital gap: 10.6 eV
electronic energy: -9844.656 eV
largest force on an atom: 1.8 eV/Å
SMILES: C[C@@]1(C(N)=O)CO1

No. 8
The molecule C4H7NO2, computed with wB97M-V/def2-TZVPD.

Structure (ORCA input):
```
! wB97M-V def2-TZVPD RIJCOSX def2/J DEFGRID3
* xyz 0 1
C 2.348 -0.392 0.823
O 1.867 -0.833 -0.436
C 0.609 -0.550 -0.788
C -0.302 0.216 -0.172
C -1.669 0.218 -0.743
N -2.599 0.917 -0.016
O -1.971 -0.352 -1.782
H 3.004 -1.182 1.191
H 2.918 0.534 0.710
H 1.535 -0.239 1.537
H 0.332 -1.062 -1.706
H -0.091 0.800 0.719
H -2.419 1.154 0.947
H -3.561 0.772 -0.283
*
```

HOMO level: -9.237 eV
orbital gap: 10.0 eV
electronic energy: -9846.140 eV
largest force on an atom: 0.4 eV/Å
SMILES: CO/C=C/C(N)=O